(1)
One molecule with the formula C4H7NO in a non-equilibrium geometry. Source: OMol25; level of theory: wB97M-V/def2-TZVPD.

**Frontier orbital gap**: 11.93 eV
**Net charge**: 0
**Highest occupied orbital energy**: -0.4045 Eh
**DFT total energy**: -286.51264 Eh
**Max |F|**: 0.034 hartree/bohr
**Energy above the lowest of the compared OMol25 structures with the same formula, charge and spin**: 312.5 kJ/mol

Atoms and positions in Å:
C (1.91, 0.20, 0.12)
O (0.64, -0.18, 0.64)
C (-0.44, -0.01, -0.18)
C (-1.56, -0.93, 0.22)
C (-0.42, 2.12, -0.56)
N (-1.21, 1.44, 0.02)
H (1.88, 1.23, -0.25)
H (2.23, -0.48, -0.68)
H (2.61, 0.12, 0.95)
H (-0.16, -0.11, -1.24)
H (-1.24, -1.97, 0.11)
H (-1.81, -0.71, 1.26)
H (-2.43, -0.72, -0.41)

(2)
A 2-piece molecular cluster, C18H20F10N2O6S2 overall in a non-equilibrium geometry. Source: OMol25; level of theory: wB97M-V/def2-TZVPD.

**Frontier orbital gap**: 9.98 eV
**Net charge**: 0
**Highest occupied orbital energy**: -0.3581 Eh
**DFT total energy**: -3053.75854 Eh
**SMILES string**: C=CC(=O)OCCCCCCN(S(=O)(=O)F)S(=O)(=O)C(F)(F)C(F)(F)C(F)(F)C(F)(F)F.c1ccncc1
**Max |F|**: 0.064 hartree/bohr

Atoms and positions in Å:
C (9.31, -2.79, -0.90)
C (8.33, -2.03, -0.43)
C (8.06, -1.87, 1.02)
O (8.17, -2.82, 1.78)
O (7.69, -0.63, 1.44)
C (6.37, -0.58, 2.01)
C (5.49, 0.44, 1.31)
C (4.02, 0.06, 1.51)
C (3.09, 1.10, 0.85)
C (1.70, 1.09, 1.49)
C (0.90, -0.11, 0.98)
N (-0.55, 0.27, 0.90)
S (-0.85, 0.68, -0.71)
O (0.14, 1.61, -1.10)
O (-1.00, -0.45, -1.54)
F (-2.19, 1.44, -0.62)
S (-1.55, -0.96, 1.54)
O (-1.52, -2.18, 0.79)
O (-1.10, -1.16, 2.88)
C (-3.30, -0.31, 1.73)
F (-3.78, -0.88, 2.82)
F (-3.16, 1.00, 2.01)
C (-4.25, -0.46, 0.48)
F (-4.66, 0.78, 0.16)
F (-3.64, -0.95, -0.59)
C (-5.54, -1.27, 0.72)
F (-6.26, -0.78, 1.74)
F (-6.29, -1.09, -0.38)
C (-5.34, -2.82, 0.87)
F (-4.18, -3.13, 1.44)
F (-6.35, -3.30, 1.61)
F (-5.43, -3.39, -0.33)
H (10.21, -2.96, -0.32)
H (9.19, -3.28, -1.86)
H (7.69, -1.46, -1.10)
H (6.48, -0.36, 3.07)
H (5.91, -1.57, 1.95)
H (5.73, 0.47, 0.25)
H (5.64, 1.42, 1.74)
H (3.78, 0.05, 2.57)
H (3.84, -0.89, 1.02)
H (2.96, 0.85, -0.20)
H (3.53, 2.09, 0.92)
H (1.73, 1.11, 2.58)
H (1.17, 1.98, 1.17)
H (1.05, -0.92, 1.69)
H (1.27, -0.46, 0.03)
N (-6.60, 1.71, -4.43)
C (-6.37, 2.97, -4.79)
C (-5.58, 3.85, -4.06)
C (-5.00, 3.39, -2.89)
C (-5.23, 2.08, -2.50)
C (-6.04, 1.29, -3.30)
H (-6.85, 3.29, -5.71)
H (-5.43, 4.86, -4.40)
H (-4.38, 4.04, -2.29)
H (-4.80, 1.69, -1.59)
H (-6.24, 0.25, -3.03)

(3)
One molecule with the formula C20H27ClN2O2. Source: OMol25; level of theory: wB97M-V/def2-TZVPD.

**Frontier orbital gap**: 9.19 eV
**Net charge**: 0
**Highest occupied orbital energy**: -0.3212 Eh
**DFT total energy**: -1498.56309 Eh
**SMILES string**: O=C(NCc1cccc(Cl)c1)[C@@H]1CCC(=O)N(CC2CCCCC2)C1
**Max |F|**: 0.015 hartree/bohr
**Energy above the lowest of the compared OMol25 structures with the same formula, charge and spin**: 12.4 kJ/mol

Atoms and positions in Å:
O (-0.14, -0.79, -0.80)
C (0.09, -1.76, -0.11)
N (1.17, -2.55, -0.32)
H (1.39, -3.28, 0.33)
C (2.17, -2.22, -1.32)
C (3.30, -1.43, -0.70)
C (4.54, -2.01, -0.46)
C (5.55, -1.27, 0.15)
C (5.33, 0.04, 0.52)
C (4.09, 0.62, 0.28)
C (3.08, -0.11, -0.33)
H (2.12, 0.35, -0.52)
Cl (3.80, 2.25, 0.74)
H (6.11, 0.62, 0.99)
H (6.51, -1.72, 0.33)
H (4.72, -3.03, -0.74)
H (1.67, -1.61, -2.07)
H (2.54, -3.14, -1.77)
C (-0.81, -2.24, 1.02)
C (-1.49, -1.06, 1.72)
N (-2.50, -0.41, 0.92)
C (-3.27, -1.05, 0.00)
O (-4.27, -0.56, -0.48)
C (-2.79, -2.41, -0.48)
C (-1.90, -3.17, 0.49)
H (-1.46, -4.04, 0.00)
H (-2.50, -3.53, 1.34)
H (-2.24, -2.22, -1.41)
H (-3.67, -3.00, -0.75)
C (-2.89, 0.93, 1.32)
H (-3.96, 1.02, 1.10)
C (-2.16, 2.05, 0.57)
C (-0.66, 2.12, 0.89)
C (-0.03, 3.33, 0.21)
C (-0.22, 3.24, -1.30)
C (-1.71, 3.14, -1.64)
C (-2.33, 1.94, -0.94)
H (-1.84, 1.02, -1.28)
H (-3.39, 1.86, -1.19)
H (-1.84, 3.04, -2.72)
H (-2.21, 4.05, -1.32)
H (0.22, 4.11, -1.79)
H (0.28, 2.34, -1.68)
H (1.03, 3.37, 0.45)
H (-0.50, 4.24, 0.58)
H (-0.18, 1.22, 0.51)
H (-0.50, 2.17, 1.97)
H (-2.62, 2.99, 0.91)
H (-2.74, 1.03, 2.40)
H (-1.94, -1.42, 2.65)
H (-0.74, -0.31, 1.98)
H (-0.20, -2.76, 1.77)

(4)
A 2-piece molecular cluster, C6H16NO overall in a non-equilibrium geometry. Source: OMol25; level of theory: wB97M-V/def2-TZVPD.

**Frontier orbital gap**: 5.01 eV
**Net charge**: +1
**Highest occupied orbital energy**: -0.4457 Eh
**DFT total energy**: -367.84183 Eh
**Max |F|**: 0.046 hartree/bohr
**Energy above the lowest of the compared OMol25 structures with the same formula, charge and spin**: 369.2 kJ/mol

Atoms and positions in Å:
C (0.42, 1.35, -1.12)
O (0.47, 1.36, 0.32)
C (-0.44, 0.25, -1.50)
C (-0.30, -1.08, -0.91)
C (1.12, -1.44, -0.46)
C (-1.50, -1.40, 0.08)
C (-1.55, -2.90, 0.42)
N (1.70, 4.28, 1.85)
H (0.07, 2.35, -1.38)
H (1.44, 1.27, -1.51)
H (-0.41, 1.36, 0.70)
H (-1.18, 0.35, -2.29)
H (-0.56, -1.77, -1.74)
H (1.11, -2.37, 0.09)
H (1.49, -0.70, 0.24)
H (1.84, -1.54, -1.27)
H (-2.43, -1.17, -0.44)
H (-1.42, -0.75, 0.95)
H (-2.25, -2.91, 1.28)
H (-2.02, -3.51, -0.34)
H (-0.64, -3.35, 0.79)
H (1.72, 3.36, 1.45)
H (0.83, 4.47, 2.34)
H (2.48, 4.49, 2.44)

(5)
One molecule with the formula C4H8S3 in a non-equilibrium geometry. Source: OMol25; level of theory: wB97M-V/def2-TZVPD.

**Frontier orbital gap**: 9.44 eV
**Net charge**: 0
**Highest occupied orbital energy**: -0.3278 Eh
**DFT total energy**: -1351.68450 Eh
**SMILES string**: C=C(C)C(S)(S)S
**Max |F|**: 0.076 hartree/bohr
**Energy above the lowest of the compared OMol25 structures with the same formula, charge and spin**: 197.0 kJ/mol

Atoms and positions in Å:
C (1.26, -0.22, -1.01)
C (0.58, 0.17, 0.05)
C (1.06, 0.65, 1.40)
C (-1.16, -0.03, -0.01)
S (-1.46, -1.37, 1.19)
S (-1.88, 1.51, 0.44)
S (-1.66, -0.59, -1.67)
H (0.83, -0.55, -1.89)
H (2.25, 0.06, -1.05)
H (1.29, -0.21, 1.97)
H (0.25, 1.22, 1.91)
H (1.97, 1.32, 1.33)
H (-2.38, -0.85, 2.11)
H (-1.30, 1.66, 1.55)
H (-0.94, -1.74, -1.68)

no.,M (u),LUMO energy (eV)
1,85.11,0.922
2,614.48,0.237
3,362.90,0.449
4,118.20,-7.119
5,152.31,0.523